Entry 1:
Computed, not measured: 2 unconnected molecules or ions with the total composition C2H8N2O, with the ωB97M-V functional and the def2-TZVPD basis.

Cartesian coordinates (Å):
N: -0.4563 -1.6257 2.0261
C: -0.3401 -1.3582 0.6758
N: 0.5396 -1.9221 -0.0997
H: 0.4340 -1.9276 2.4454
H: -1.0591 -0.9971 2.5521
H: -1.3515 -1.0679 0.3463
H: 1.7201 1.4859 -0.3088
H: 1.3135 -1.2533 -0.1257
C: -0.2474 1.7982 -1.5728
O: 0.6323 1.3115 -0.5307
H: 0.3262 1.6078 -2.5321
H: -1.0843 1.0969 -1.4795
H: -0.4269 2.8516 -1.3965

Force components x, y, z for each atom (eV/Å):
2.312 1.228 -2.840
-3.753 -1.832 4.158
0.842 0.623 -0.136
-0.813 0.013 0.345
-0.047 -0.388 0.032
0.654 0.749 -0.848
-4.931 0.281 -2.124
0.797 -0.094 -0.825
2.950 -0.776 -0.810
3.902 -1.097 2.896
-1.251 0.551 0.684
-0.116 0.737 -0.273
-0.544 0.004 -0.258

The charge is +1. The calculation puts the molar mass at 76.10 g mol⁻¹. The value obtained for the HOMO energy (spin up / spin down) is -14.153 / -14.138 eV. Its total energy is -7220.31392 eV. The spin multiplicity is 2.



Entry 2:
Computed, not measured: a molecular structure, C30H33FeN7O2SSe, with the ωB97M-V functional and the def2-TZVPD basis.

Cartesian coordinates (Å):
Fe: 0.1715 -0.0009 0.2752
C: 0.4347 -2.9130 3.1114
C: -0.5192 -3.2149 2.0003
C: -0.8689 -4.5241 1.6774
C: -1.8028 -4.7429 0.6894
C: -2.3987 -3.6526 0.0773
C: -1.9881 -2.3859 0.4422
N: -1.0357 -2.1683 1.3557
C: -2.6228 -1.1606 -0.1352
C: -3.7294 -1.2008 -0.9681
C: -4.2887 -0.0043 -1.3742
C: -3.7772 1.1920 -0.8991
C: -2.6656 1.1590 -0.0744
N: -2.0926 -0.0017 0.2487
C: -2.1056 2.3855 0.5791
C: -2.6433 3.6401 0.3374
C: -2.1526 4.7236 1.0467
C: -1.1749 4.5101 1.9958
C: -0.6793 3.2210 2.1721
C: 0.3749 2.9223 3.1910
N: -1.1171 2.1877 1.4515
H: 0.9417 -3.8096 3.4664
H: 1.1554 -2.1838 2.7707
H: -0.1105 -2.4675 3.9458
H: -0.4037 -5.3507 2.1983
H: -2.0842 -5.7496 0.4077
H: -3.1499 -3.8006 -0.6841
H: -4.1491 -2.1385 -1.2981
H: -5.1445 -0.0041 -2.0371
H: -4.2500 2.1232 -1.1708
H: -3.4403 3.7797 -0.3782
H: -2.5442 5.7176 0.8681
H: -0.7985 5.3227 2.6025
H: 0.7125 3.8208 3.7043
H: -0.0141 2.2147 3.9243
H: 1.2134 2.4385 2.6991
C: 1.5402 3.2364 -0.7570
C: 0.6678 2.3370 -1.6238
C: -0.3671 3.1307 -2.4086
O: 0.0228 1.3977 -0.9254
H: 2.1358 3.9343 -1.3493
H: 2.2023 2.6152 -0.1557
H: 0.8829 3.7968 -0.0919
H: 0.0713 3.9952 -2.9207
H: -1.1070 3.4934 -1.7003
H: -0.8670 2.4827 -3.1307
Se: 1.9352 2.6634 -4.2742
N: 3.1573 1.5406 -4.7952
C: 3.2885 0.6037 -3.8915
C: 4.1908 -0.5100 -3.9914
C: 4.1622 -1.4027 -2.9937
C: 3.2712 -1.1986 -1.8688
N: 2.4975 -0.1801 -1.6941
C: 2.4593 0.7123 -2.7106
N: 1.6494 1.7546 -2.7451
H: 4.8424 -0.6014 -4.8501
H: 4.7996 -2.2762 -3.0129
H: 3.2102 -1.9531 -1.0899
C: 2.7086 0.1892 3.4778
C: 2.8041 0.1029 1.9522
C: 3.4998 1.3400 1.3965
C: 3.6541 -1.1118 1.5795
O: 1.4821 -0.0028 1.4145
H: 3.6680 -0.0713 3.9262
H: 1.9520 -0.5035 3.8438
H: 2.4386 1.1909 3.8066
H: 4.4801 1.4672 1.8604
H: 2.9116 2.2356 1.5917
H: 3.6360 1.2414 0.3160
H: 4.6422 -1.0141 2.0312
H: 3.7883 -1.1734 0.5014
H: 3.2098 -2.0378 1.9342
S: -0.9706 -2.3312 -3.4380
C: -0.3493 -1.7222 -2.0851
N: 0.0983 -1.2996 -1.0858

Force components x, y, z for each atom (eV/Å):
-1.250 0.133 -0.071
-0.096 -0.122 0.044
0.063 0.107 -0.035
0.072 -0.031 0.054
-0.091 -0.083 -0.033
-0.098 -0.105 -0.150
-0.067 0.206 -0.025
-0.079 -0.004 0.038
0.090 -0.215 0.229
-0.133 0.005 -0.052
-0.062 -0.014 -0.020
-0.103 -0.005 -0.052
0.016 0.092 0.168
0.997 0.218 -0.175
-0.093 -0.219 -0.044
-0.119 0.072 -0.043
-0.061 0.068 -0.044
0.040 0.047 0.019
0.055 -0.100 0.034
-0.086 -0.009 -0.032
-0.118 0.031 0.172
-0.001 0.041 -0.023
0.198 0.147 -0.042
0.013 -0.013 0.010
-0.021 0.033 0.016
0.008 0.026 0.001
0.029 -0.008 0.014
0.009 0.023 0.018
0.022 0.005 0.012
-0.003 -0.010 0.020
0.023 0.019 0.007
-0.013 -0.039 0.036
0.024 -0.011 -0.015
0.009 -0.010 -0.013
0.014 0.006 0.015
0.036 0.007 0.009
0.239 -0.174 -0.116
-0.298 0.001 0.775
0.057 -0.029 -0.334
0.313 -0.167 -0.710
-0.049 0.028 0.036
-0.133 0.173 -0.165
-0.012 -0.003 -0.015
-0.078 -0.002 0.063
0.066 0.075 -0.011
-0.034 0.023 0.045
-0.271 0.440 -0.297
0.110 -0.002 -0.160
0.172 -0.334 0.162
-0.113 0.413 -0.282
-0.183 -0.321 0.502
0.273 -0.421 -0.305
-0.153 0.538 0.042
0.263 -0.378 -0.080
-0.051 0.105 0.225
-0.053 0.036 -0.006
-0.065 -0.016 0.082
0.145 -0.044 -0.170
-0.228 0.003 -0.045
0.234 0.049 -0.317
0.014 0.035 -0.023
-0.134 -0.040 -0.095
0.468 -0.100 0.672
-0.018 0.041 -0.011
0.051 -0.012 0.042
-0.005 -0.025 0.026
-0.034 -0.023 -0.010
0.092 -0.002 0.111
0.051 -0.024 0.098
-0.023 -0.004 0.007
-0.008 0.056 0.198
-0.079 -0.115 0.033
0.097 0.069 0.111
-0.014 -0.041 -0.195
0.164 -0.097 0.070

The charge is +1. The calculation puts the molar mass at 690.51 g mol⁻¹. The value obtained for the HOMO energy (spin up / spin down) is -10.510 / -10.499 eV. Its total energy is -156733.24454 eV. The spin multiplicity is 2.



Entry 3:
Computed, not measured: a molecular structure, C4H6N, with the ωB97M-V functional and the def2-TZVPD basis.

Cartesian coordinates (Å):
C: -0.9827 0.9354 -0.0022
C: 0.2862 0.8548 0.2410
C: -1.0662 -0.5530 -0.1212
C: 1.5349 0.2690 -0.2078
N: 0.4202 -0.6706 0.2518
H: -1.7799 1.7673 -0.0923
H: -1.8572 -1.0869 0.6420
H: -1.4229 -0.9800 -1.0596
H: 1.7167 0.3281 -1.2998
H: 2.4647 0.2533 0.4721
H: 0.6862 -1.1175 1.1761

Force components x, y, z for each atom (eV/Å):
-3.502 1.397 -0.510
2.879 0.810 0.824
-3.171 -1.205 1.997
0.409 1.022 -0.110
0.704 -2.095 1.247
1.831 -1.513 -0.188
2.633 1.101 -1.231
0.845 0.233 -0.377
0.004 -0.219 0.820
-1.777 -0.260 -1.056
-0.856 0.729 -1.416

The charge is +1. The calculation puts the molar mass at 68.10 g mol⁻¹. The value obtained for the HOMO energy is -15.151 eV. Its total energy is -5723.14287 eV. The spin multiplicity is 1.